Entry 1:
ORCA calculation (ωB97M-V/def2-TZVPD) on a cluster of 2 separate species, C3H10N2O in total in a non-equilibrium geometry.

```
16
Properties=species:S:1:pos:R:3:nbo_charge:R:1
C 0.71276 -1.90952 -2.75975 -0.42
C 0.38596 -1.02203 -1.75812 -0.01
N -0.25002 -1.35826 -0.45003 -0.90
H 1.56884 -1.94017 -3.50063 0.22
H 0.20868 -2.88186 -2.87850 0.19
H 0.72555 -0.05484 -1.83552 0.18
H -1.12703 -1.78338 -0.64143 0.37
H 0.26001 -2.08344 0.16892 0.39
N -0.25962 2.17692 0.56256 -0.84
C -0.52170 1.70126 2.00700 0.09
O 0.08574 0.38316 2.06135 -0.76
H 0.59193 1.72211 0.39928 0.35
H -0.87696 1.71839 -0.05740 0.34
H -0.01476 2.32635 2.67939 0.17
H -1.63663 1.65660 2.17577 0.15
H -0.28028 -0.09385 1.27696 0.49
```

## Properties
energy above the lowest of the compared OMol25 structures with the same formula, charge and spin	69.50	kcal per mole
HOMO energy	-0.3402	Ha
E_LUMO	0.668	eV
structure (SMILES)	C=CN.NCO
DFT total energy	-304.96389	Ha

Entry 2:
ORCA calculation (ωB97M-V/def2-TZVPD) on the ion C6H12NO3 with charge +1 in a non-equilibrium geometry.

```
22
Properties=species:S:1:pos:R:3:nbo_charge:R:1
C 2.03153 -0.37632 1.18604 -0.63
C 1.48329 -0.25902 -0.25804 -0.08
O 1.26219 1.10900 -0.72000 -0.48
C -0.06413 1.51406 -0.62791 0.36
O -0.80448 0.88869 -1.66548 -0.77
C -0.73184 1.18264 0.72026 -0.54
C -0.97797 -0.28499 0.78806 -0.06
N -2.24619 -0.66541 0.04598 -0.75
C 0.30735 -1.09693 -0.33210 0.56
O 0.14264 -2.34884 -0.48279 -0.57
H 1.27168 -0.38255 1.89560 0.23
H 2.72619 0.34312 1.56693 0.26
H 2.69734 -1.17985 1.33271 0.24
H 2.41957 -0.71450 -0.93256 0.23
H 0.10199 2.50179 -0.87369 0.20
H -0.97550 1.43853 -2.39171 0.50
H -1.75459 1.78577 0.63866 0.23
H -0.21573 1.42302 1.53224 0.24
H -2.41635 -0.13023 -0.85232 0.43
H -2.97758 -0.50322 0.72915 0.44
H -2.23314 -1.62524 -0.36931 0.44
H 0.95375 -2.61952 -0.92971 0.51
```

## Properties
energy above the lowest of the compared OMol25 structures with the same formula, charge and spin	110.79	kcal per mole
HOMO energy (alpha / beta)	-0.4451 / -0.4451	Ha
total charge	+1
E_LUMO (alpha / beta)	-4.326 / -4.327	eV
structure (SMILES)	C[C@@H]1O[C@@H](O)CC([NH3+])=C1O
DFT total energy	-515.84773	Ha

Entry 3:
ORCA calculation (ωB97M-V/def2-TZVPD) on a structure of composition C31H17BrCsF5IN3O2SSe in a non-equilibrium geometry.

```
63
Properties=species:S:1:pos:R:3:lowdin_charge:R:1
Cs -0.33576 0.09691 0.07236 0.89
O 2.25925 -0.33754 2.86391 -0.17
N 1.04068 -0.16946 2.60701 -0.36
N 0.42061 0.84277 3.11147 -0.34
O -0.82434 1.01362 2.72646 -0.44
C 0.95894 1.76863 4.05310 -0.15
C 1.91556 1.40070 4.99842 -0.02
C 2.33489 2.32952 5.93812 -0.10
C 1.82232 3.61905 5.93900 -0.12
C 0.86892 3.97614 4.99583 -0.10
C 0.42954 3.05452 4.06115 -0.01
H 2.31804 0.40179 4.99572 0.10
H 3.07919 2.04212 6.67122 0.09
H 2.15713 4.33771 6.67789 0.09
H 0.46516 4.98129 4.98988 0.10
H -0.33580 3.29796 3.33802 0.11
S 2.69976 -1.50649 -4.60943 1.05
C 3.75957 -0.38084 -3.83203 -0.49
C 4.99681 0.08816 -4.24761 -0.12
C 5.66556 0.99054 -3.43553 -0.12
C 5.10084 1.41052 -2.23049 -0.11
C 3.86832 0.94120 -1.81425 -0.01
C 3.17802 0.03244 -2.61591 -0.31
N 1.95860 -0.52532 -2.33236 0.08
C 1.54353 -1.34306 -3.23719 -0.48
C 0.29807 -2.09986 -3.23284 -0.30
C -0.00213 -2.90661 -4.34403 -0.11
C -1.17323 -3.63184 -4.38581 -0.14
C -2.05784 -3.53181 -3.31437 -0.14
C -1.74491 -2.72165 -2.23341 -0.19
C -0.55555 -1.97350 -2.10646 -0.21
H 5.42395 -0.24568 -5.18543 0.10
H 6.63429 1.36820 -3.74016 0.09
H 5.64056 2.11976 -1.61457 0.09
H 3.42993 1.26039 -0.87752 0.11
H 0.68148 -2.96170 -5.18782 0.06
H -1.40666 -4.26004 -5.23842 0.08
H -2.99291 -4.08708 -3.34011 0.08
H -2.47763 -2.66911 -1.42481 0.06
Br -0.70678 -3.95689 5.90094 0.68
C -2.19909 -4.25437 4.76895 -0.74
C -3.07950 -5.26647 5.12255 -0.16
C -4.18613 -5.52584 4.33234 -0.11
C -4.40680 -4.76757 3.19181 -0.10
C -3.52315 -3.75912 2.84769 -0.15
C -2.40001 -3.48092 3.62496 -0.71
I -1.09464 -1.93311 3.02394 1.14
H -2.88902 -5.84896 6.01423 0.09
H -4.87047 -6.31895 4.60622 0.09
H -5.26770 -4.96429 2.56512 0.10
H -3.68899 -3.16669 1.95722 0.09
F -4.02874 6.36256 -6.35103 0.07
C -3.38434 5.48956 -5.54970 -0.17
C -3.69540 5.40370 -4.20567 -0.16
F -4.65684 6.20811 -3.70962 0.08
C -3.02870 4.51273 -3.39055 -0.28
F -3.38063 4.48322 -2.09966 0.05
C -2.01186 3.66374 -3.85569 -0.65
Se -1.07873 2.48706 -2.76631 0.49
C -1.73614 3.78008 -5.23038 -0.28
F -0.79037 3.01661 -5.78526 0.05
C -2.39635 4.66451 -6.05654 -0.16
F -2.09202 4.74604 -7.36674 0.08
```

## Properties
energy above the lowest of the compared OMol25 structures with the same formula, charge and spin	25.31	kcal per mole
HOMO energy	-0.0642	Ha
total charge	-2
E_LUMO	3.525	eV
DFT total energy	-7696.96357	Ha

Entry 4:
ORCA calculation (ωB97M-V/def2-TZVPD) on a cluster of 2 separate species, ClHN2O in total in a non-equilibrium geometry.

```
5
Properties=species:S:1:pos:R:3:nbo_charge:R:1
N 1.31446 -0.11946 0.09875 -0.09
N 0.93682 -0.14987 -0.94128 0.43
O 0.72186 -0.35545 -2.05814 -0.34
Cl -1.11785 0.62663 1.05045 -0.26
H -1.85530 -0.00184 1.85023 0.26
```

## Properties
energy above the lowest of the compared OMol25 structures with the same formula, charge and spin	26.22	kcal per mole
HOMO energy	-0.4142	Ha
E_LUMO	0.937	eV
structure (SMILES)	N#[N+][O-].Cl
DFT total energy	-645.47353	Ha

Entry 5:
ORCA calculation (ωB97M-V/def2-TZVPD) on a structure of composition C35H37Ge2N6O2V in a non-equilibrium geometry.

```
83
Properties=species:S:1:pos:R:3:lowdin_spin:R:1
V 0.29386 -0.20780 0.46343 1.43
C -4.67797 -2.28876 4.48932 0.00
C -3.64156 -2.12718 3.41338 0.00
C -3.99830 -2.11830 2.06484 0.00
C -3.05011 -1.97523 1.07416 0.00
C -1.69489 -1.83561 1.38818 0.01
N -0.71428 -1.72927 0.37506 -0.03
C -0.75624 -2.68260 -0.65230 0.00
C -1.13398 -4.00990 -0.38469 0.00
C -1.12341 -4.98288 -1.35672 0.00
C -0.69391 -4.69420 -2.65222 0.00
C -0.61811 -5.77171 -3.69737 0.00
C -0.31517 -3.39553 -2.93107 0.00
C -0.36706 -2.38828 -1.96845 0.00
N -0.07869 -1.05953 -2.36657 0.00
C -0.09690 -0.57645 -3.62887 0.01
C 0.15985 0.77261 -3.57006 0.00
C 0.32159 1.05025 -2.21768 0.02
N 0.16920 -0.06310 -1.49129 -0.01
C -1.35076 -1.78218 2.73942 0.00
C -2.30838 -1.92992 3.73526 0.00
N -0.00789 -1.50135 3.09830 0.00
C 0.66716 -1.90902 4.18849 0.01
C 1.83116 -1.17509 4.25715 0.00
C 1.78238 -0.32330 3.15569 0.00
N 0.67286 -0.53372 2.44652 -0.01
H -5.55184 -2.81339 4.10786 0.00
H -5.00316 -1.31079 4.85036 0.00
H -4.28203 -2.84109 5.34029 0.00
H -5.04218 -2.21690 1.79384 0.00
H -3.33587 -1.97473 0.03014 0.00
H -1.43136 -4.26149 0.62360 0.00
H -1.43716 -5.98882 -1.10682 0.00
H -1.39909 -6.51394 -3.54060 0.00
H 0.34374 -6.28537 -3.63705 0.00
H -0.72044 -5.36226 -4.70101 0.00
H 0.03990 -3.16028 -3.92595 0.00
H -0.29688 -1.19604 -4.48276 0.00
H 0.21396 1.46003 -4.39519 0.00
H 0.54821 1.99141 -1.74783 0.00
H -2.00043 -1.86520 4.77208 0.00
H 0.28803 -2.68980 4.82524 0.00
H 2.60999 -1.24581 4.99507 0.00
H 2.48392 0.43838 2.86349 0.00
O -1.12116 1.10184 0.71460 -0.02
N -0.43353 2.13980 0.80369 0.05
O 0.78668 1.85019 0.67180 -0.02
C 3.06101 3.78301 -0.51151 0.00
Ge 3.72225 2.38801 0.72097 -0.03
C 3.27514 2.86025 2.58962 0.00
C 5.69658 2.25788 0.62836 -0.02
Ge 2.84670 0.11105 -0.05109 -0.22
C 3.22597 -0.21238 -1.96744 -0.03
C 3.90367 0.77666 -2.68153 -0.01
C 4.26465 0.57915 -4.00654 0.00
C 3.95568 -0.61857 -4.63370 -0.01
C 3.29138 -1.61475 -3.93057 0.00
C 2.93097 -1.41499 -2.60681 -0.01
C 3.42751 -1.59577 0.81152 -0.06
C 4.60449 -1.62744 1.55866 -0.02
C 4.98255 -2.77589 2.23949 0.00
C 4.17934 -3.90634 2.18893 0.00
C 3.01632 -3.89455 1.43171 0.00
C 2.64633 -2.74814 0.74282 -0.01
H 3.58111 4.71056 -0.26760 0.00
H 1.99371 3.93963 -0.36905 0.00
H 3.25320 3.54533 -1.55612 0.00
H 3.40625 3.93846 2.69347 0.00
H 3.94980 2.36889 3.29102 0.00
H 2.24571 2.62121 2.84040 0.00
H 6.11669 3.21852 0.93204 0.00
H 6.05496 2.02392 -0.37340 0.00
H 6.06168 1.49530 1.31633 0.00
H 4.16290 1.70440 -2.18532 0.00
H 4.79934 1.35104 -4.54578 0.00
H 4.24512 -0.78016 -5.66386 0.00
H 3.07800 -2.56061 -4.41428 0.00
H 2.43025 -2.21270 -2.06715 0.00
H 5.23553 -0.74567 1.60268 0.00
H 5.90513 -2.79058 2.80625 0.00
H 4.46342 -4.79851 2.73181 0.00
H 2.40015 -4.78370 1.37119 0.00
H 1.74150 -2.76254 0.14240 0.00
```

## Properties
energy above the lowest of the compared OMol25 structures with the same formula, charge and spin	10.22	kcal per mole
HOMO energy (alpha / beta)	-0.3877 / -0.3750	Ha
spin multiplicity	2
total charge	+1
E_LUMO (alpha / beta)	-3.824 / -3.005	eV
DFT total energy	-6932.53063	Ha

Question: What is the formula in the second record?
Answer: C6H12NO3